The following is a DFT calculation (ωB97M-V/def2-TZVPD) of a 9-piece molecular cluster, C22H58N4O9S5 overall at a distorted geometry.

```
98
Properties=species:S:1:pos:R:3:forces:R:3
C 17.06303 17.65121 11.48364 -0.72 -0.40 0.59
S 15.76702 17.65163 10.23029 -0.26 -1.85 1.37
O 16.37888 17.28357 8.95314 0.58 0.18 -1.35
C 15.01786 16.04464 10.79120 -1.70 1.18 -0.58
H 17.70188 16.74808 11.52691 -0.42 0.43 -0.52
H 16.47874 17.68950 12.43020 0.63 0.51 -0.37
H 17.62191 18.53891 11.22697 0.39 0.24 0.55
H 15.77281 15.26301 10.89975 -0.06 0.26 0.09
H 14.34801 15.82958 9.90796 0.65 -0.08 0.99
H 14.36606 16.24954 11.68558 0.85 -0.40 -0.72
C 10.83026 10.39942 21.07784 1.14 -0.26 0.29
S 12.37545 10.52697 20.16552 0.25 -0.53 1.26
O 12.26039 9.41380 19.19834 0.01 -0.64 -0.81
C 12.20881 12.00345 19.25737 -0.62 1.28 -1.17
H 10.07191 10.39339 20.34071 -1.04 0.10 -0.65
H 10.72110 11.20512 21.79433 -0.09 -0.01 0.19
H 10.92106 9.39879 21.52944 -0.19 0.53 0.10
H 11.24743 12.17652 18.72842 0.35 -0.36 0.59
H 12.95938 11.87789 18.47961 0.22 0.10 -0.06
H 12.46977 12.89173 19.83713 -0.06 -0.18 0.14
C 11.67656 19.51246 14.02768 -0.90 0.48 -0.04
S 13.33058 19.71110 13.31794 0.62 0.23 1.04
O 13.81841 18.30295 13.10690 -0.29 0.59 -0.29
C 12.75574 20.38030 11.72489 0.07 1.26 1.31
H 11.52782 19.15941 15.07891 0.88 0.21 -0.97
H 11.37158 18.76644 13.31385 -0.90 -0.63 0.08
H 11.03925 20.41436 13.87815 0.65 -0.50 0.08
H 12.23130 19.54808 11.28531 -0.22 0.03 -0.69
H 13.67285 20.72213 11.21718 -0.56 -0.45 -0.12
H 12.10972 21.29444 11.95661 0.75 -1.37 -0.46
C 12.70294 9.38152 11.88464 -0.51 -1.96 2.61
S 14.18128 8.67294 11.18635 1.41 -0.76 -0.24
O 14.66914 7.44256 11.93352 -0.96 1.39 -0.20
C 13.42503 7.95053 9.73705 1.52 -1.12 -1.26
H 12.91352 9.74382 12.93958 -0.03 -0.69 -1.05
H 11.90974 8.58162 11.88700 0.58 0.91 0.16
H 12.39069 10.24378 11.38197 -0.36 1.15 -1.30
H 12.85237 7.09475 10.04758 -0.41 -0.27 0.30
H 14.22082 7.55027 9.04061 -0.39 0.35 1.17
H 12.87950 8.56843 9.07037 -0.85 1.10 -0.08
C 15.48605 9.46904 16.08751 -0.24 -0.83 -2.35
S 13.90920 10.10963 16.34068 -2.18 1.55 0.49
O 13.57853 10.97598 15.13803 0.28 0.06 -0.04
C 12.77922 8.72536 16.09448 0.11 -0.10 -0.15
H 15.45900 9.11658 15.03755 0.54 0.39 0.24
H 15.57073 8.59444 16.65467 0.41 -1.23 1.28
H 16.21229 10.22541 16.30577 0.30 0.34 0.04
H 12.88283 8.40020 15.02303 -0.06 -0.02 1.14
H 11.75375 9.11805 16.29599 0.92 -0.16 -0.20
H 12.99245 7.98052 16.87535 -0.09 -0.06 -0.53
C 15.92722 13.34216 16.40582 -1.20 0.88 -0.24
O 16.28459 12.34403 16.99158 0.07 -1.49 -0.49
N 16.13848 14.52603 16.98518 -0.50 0.46 -0.58
C 15.72836 15.80863 16.41894 0.24 -0.77 -0.39
C 16.75619 14.48609 18.29038 0.82 0.81 0.07
H 15.29580 13.40598 15.45425 0.97 -0.38 0.78
H 14.88288 16.25002 16.93684 -0.21 -0.06 0.02
H 15.51588 15.73120 15.33242 0.04 -0.08 0.73
H 16.59711 16.41201 16.56214 0.41 1.00 -0.21
H 16.81641 15.53834 18.63555 0.19 -0.69 -0.01
H 16.14292 13.91766 18.97967 -0.04 -0.16 0.18
H 17.77037 14.01161 18.23968 -0.85 0.49 0.12
C 9.07861 11.38090 17.52561 -1.28 -0.39 -0.14
O 8.49588 11.89394 18.46920 0.67 -0.18 0.09
N 9.40971 12.03813 16.39116 0.33 0.73 0.80
C 9.47405 13.50833 16.43308 -1.17 -0.26 1.47
C 10.00231 11.35279 15.27510 -0.15 -1.20 0.53
H 9.24344 10.27508 17.48534 0.16 0.50 -0.07
H 8.68672 13.94954 15.82471 0.12 0.06 -0.36
H 10.45043 13.82120 16.15697 0.62 0.43 -0.44
H 9.27064 13.88568 17.47874 0.26 -0.75 -1.06
H 9.73995 10.28770 15.36021 -0.09 0.23 -0.11
H 9.58381 11.71292 14.35597 -0.09 0.29 -0.59
H 11.08241 11.36225 15.25949 0.49 0.46 -0.11
C 6.09058 14.91563 13.11838 0.28 -1.00 -1.03
O 6.57198 15.80551 12.44619 -0.22 -0.01 0.56
N 6.47734 13.58346 12.96830 0.03 2.39 0.03
C 6.06225 12.60715 13.92660 0.55 -0.46 -0.32
C 7.66218 13.30181 12.18266 0.65 -1.41 1.01
H 5.22414 15.06186 13.80834 0.52 -0.12 -0.14
H 5.51179 11.84400 13.41754 -0.08 -0.98 -0.33
H 5.33176 13.04131 14.56714 -0.24 0.45 0.95
H 6.92824 12.17099 14.46274 -0.54 0.24 0.02
H 8.57612 13.31847 12.82840 -0.51 0.00 -0.26
H 7.55510 12.26661 11.81895 0.15 0.36 -0.09
H 7.87016 13.96218 11.36665 -0.50 0.53 -0.34
C 12.56509 14.02740 14.91240 -0.92 -0.89 -1.98
O 12.36700 14.90991 15.70702 0.49 0.71 1.03
N 12.07157 14.13476 13.60986 1.09 0.95 1.59
C 12.35568 13.21076 12.57608 1.87 -1.44 1.25
C 11.71747 15.44766 13.14383 -1.72 0.06 -0.57
H 13.01292 13.03287 15.14775 -0.11 0.40 -0.16
H 12.68035 12.28086 13.11388 -0.06 0.49 -0.84
H 13.17059 13.57469 11.91017 -0.61 -0.36 0.12
H 11.43720 13.01864 12.08761 -0.75 -0.36 -1.11
H 11.14727 15.30188 12.19422 0.39 0.27 0.61
H 11.03333 15.89458 13.86364 0.08 0.23 -0.02
H 12.53497 16.13462 12.95701 0.39 -0.01 0.11
```
Positions in Å, forces in eV/Å.

Summary:
Orbital gap   9.0 eV
ΔE to the lowest compared entry with this formula, charge and spin   3.518 eV
Total charge   0
DFT total energy   -102313.3219 eV

Atomic charges from the Löwdin analysis, expressed in e, are listed below:
1 C -0.276
2 S 0.785
3 O -0.562
4 C -0.254
5 H 0.067
6 H 0.045
7 H 0.035
8 H 0.052
9 H 0.059
10 H 0.023
11 C -0.234
12 S 0.799
13 O -0.562
14 C -0.275
15 H 0.021
16 H 0.057
17 H 0.059
18 H 0.053
19 H 0.020
20 H 0.063
21 C -0.262
22 S 0.809
23 O -0.585
24 C -0.254
25 H 0.077
26 H 0.023
27 H 0.061
28 H 0.048
29 H 0.050
30 H 0.080
31 C -0.288
32 S 0.811
33 O -0.561
34 C -0.285
35 H 0.043
36 H 0.079
37 H 0.017
38 H 0.048
39 H 0.075
40 H 0.037
41 C -0.253
42 S 0.817
43 O -0.593
44 C -0.235
45 H 0.078
46 H 0.043
47 H 0.030
48 H 0.067
49 H 0.042
50 H 0.057
51 C -0.340
52 O -0.011
53 N -0.197
54 C -0.043
55 C -0.050
56 H 0.146
57 H 0.087
58 H 0.096
59 H 0.072
60 H 0.094
61 H 0.085
62 H 0.108
63 C -0.365
64 O -0.009
65 N -0.171
66 C -0.014
67 C -0.057
68 H 0.144
69 H 0.082
70 H 0.041
71 H 0.111
72 H 0.091
73 H 0.065
74 H 0.058
75 C -0.311
76 O 0.011
77 N -0.204
78 C -0.070
79 C -0.056
80 H 0.138
81 H 0.080
82 H 0.074
83 H 0.091
84 H 0.081
85 H 0.095
86 H 0.076
87 C -0.331
88 O 0.003
89 N -0.198
90 C -0.077
91 C -0.061
92 H 0.099
93 H 0.081
94 H 0.101
95 H 0.067
96 H 0.103
97 H 0.086
98 H 0.053